Entry from the Open Molecules 2025 dataset: 13 unconnected molecules or ions with the total composition C51H94FO12S at a distorted geometry (the ωB97M-V functional and the def2-TZVPD basis).

Each line ends with the Mulliken charge.
Positions of all 159 atoms, in Å:
C (-0.19514, -3.73802, -6.46375)  -1.106
C (0.25860, -3.65769, -5.00870)  -0.327
S (2.04019, -3.25791, -4.85956)  -0.196
C (2.26750, -3.25628, -3.05132)  -0.750
C (3.37126, -2.30453, -2.58161)  0.034
C (3.05586, -0.87189, -2.99005)  -0.951
C (4.28840, 0.03580, -3.09319)  -0.166
F (4.66628, 0.21601, -4.43081)  -0.206
C (3.35818, -2.46880, -1.05423)  -0.789
C (4.44072, -1.67378, -0.30509)  -0.566
C (4.21767, -1.69643, 1.24257)  0.564
C (3.26891, -0.61590, 1.73910)  0.409
C (3.33456, -0.16818, 3.05024)  -0.428
C (2.48022, 0.78586, 3.54502)  -0.655
C (1.51478, 1.33627, 2.73619)  -0.286
C (1.43464, 0.93435, 1.41962)  -0.954
C (2.30570, -0.02414, 0.95042)  0.421
H (-0.04833, -2.81407, -7.02817)  0.335
H (0.25571, -4.61840, -6.93458)  0.338
H (-1.27613, -3.93353, -6.45861)  0.319
H (-0.34284, -2.94563, -4.43046)  0.402
H (0.11230, -4.62406, -4.51374)  0.066
H (2.46119, -4.27483, -2.69566)  0.510
H (1.30447, -2.89882, -2.59538)  0.199
H (2.30542, -0.44430, -2.27429)  0.047
H (2.58534, -0.80840, -3.98061)  0.548
H (4.04253, 1.01942, -2.65287)  0.157
H (5.13503, -0.35778, -2.52718)  0.076
H (2.33490, -2.28378, -0.64381)  0.192
H (3.59127, -3.53308, -0.88224)  0.278
H (5.40708, -2.17113, -0.45563)  0.300
H (4.50935, -0.61657, -0.58185)  0.197
H (3.75753, -2.65852, 1.49968)  0.025
H (5.16787, -1.64298, 1.79556)  -0.505
H (4.08188, -0.58637, 3.72560)  0.383
H (2.52653, 1.12390, 4.58063)  0.449
H (0.80401, 2.07940, 3.09318)  0.379
H (0.68987, 1.33117, 0.73428)  0.394
H (2.23286, -0.31949, -0.09047)  -0.063
C (0.22234, -0.24956, 7.38940)  -1.166
C (1.08714, 0.98424, 7.34143)  0.848
O (1.60256, 1.35240, 6.31015)  -0.540
C (1.28097, 1.74212, 8.62977)  -1.172
H (0.16990, -0.69161, 6.39599)  0.316
H (0.65122, -0.97930, 8.07850)  0.352
H (-0.78566, 0.01653, 7.71250)  0.313
H (1.75681, 1.10561, 9.37818)  0.429
H (0.31487, 2.09223, 8.99828)  0.274
H (1.92054, 2.60383, 8.44575)  0.271
C (-0.44936, 4.48619, 6.11290)  -0.549
C (-1.77719, 4.02483, 6.65772)  0.979
O (-1.85089, 3.36708, 7.67289)  -0.577
C (-3.00881, 4.41750, 5.88354)  -1.064
H (0.35093, 4.13606, 6.76205)  0.100
H (-0.29274, 4.07781, 5.11324)  0.159
H (-0.42388, 5.57706, 6.07512)  0.147
H (-2.96557, 4.00443, 4.87452)  0.426
H (-3.08357, 5.50591, 5.83927)  0.116
H (-3.89084, 4.02220, 6.38528)  0.277
C (4.15492, -6.49595, 2.26479)  -1.070
C (3.97947, -5.49189, 3.37867)  0.838
O (4.21908, -4.32046, 3.21242)  -0.471
C (3.49032, -6.01647, 4.70906)  -1.198
H (4.50785, -5.98457, 1.37124)  0.250
H (4.88928, -7.25030, 2.55398)  0.337
H (3.20094, -6.97640, 2.04136)  0.330
H (4.19586, -6.74993, 5.10354)  0.344
H (2.50785, -6.47648, 4.59051)  0.343
H (3.40956, -5.19093, 5.41367)  0.283
C (-2.22369, -7.57807, -4.48318)  -1.172
C (-2.43834, -6.56075, -3.38555)  0.917
O (-2.22488, -5.38688, -3.57121)  -0.508
C (-2.93015, -7.07650, -2.05435)  -1.177
H (-1.87141, -7.07124, -5.38004)  0.267
H (-1.47435, -8.30852, -4.17356)  0.335
H (-3.16300, -8.08655, -4.71029)  0.344
H (-2.21165, -7.78744, -1.64127)  0.462
H (-3.90024, -7.56029, -2.17949)  0.285
H (-3.04148, -6.24713, -1.36216)  0.260
C (-1.38733, 9.86061, 5.61682)  -0.891
C (-1.53752, 8.93645, 6.79883)  0.885
O (-2.36784, 8.05435, 6.80733)  -0.532
C (-0.61206, 9.16064, 7.96684)  -1.187
H (-2.11250, 9.59015, 4.85109)  0.300
H (-1.56989, 10.88911, 5.93079)  0.005
H (-0.38404, 9.77303, 5.19723)  0.379
H (-0.76122, 10.16357, 8.37241)  0.327
H (0.42509, 9.04153, 7.64894)  0.357
H (-0.82800, 8.42979, 8.74402)  0.301
C (-7.76226, -5.78474, -0.70919)  -1.173
C (-6.35776, -5.70003, -1.25967)  0.812
O (-5.39145, -5.82265, -0.54468)  -0.504
C (-6.21350, -5.45390, -2.74298)  -0.784
H (-7.71888, -5.96278, 0.36357)  0.317
H (-8.29095, -4.84752, -0.89009)  0.322
H (-8.29985, -6.60838, -1.18226)  0.311
H (-6.67670, -4.50298, -3.01028)  0.399
H (-6.68491, -6.26378, -3.30353)  0.307
H (-5.15712, -5.41284, -3.00293)  -0.013
C (-0.83458, -2.48723, -10.50191)  -1.040
C (-2.18195, -2.98513, -10.03584)  0.849
O (-2.29653, -3.62108, -9.01362)  -0.524
C (-3.37460, -2.65586, -10.90017)  -0.947
H (-0.07064, -2.79391, -9.78977)  0.244
H (-0.59718, -2.91151, -11.47921)  0.336
H (-0.84049, -1.39786, -10.56490)  0.316
H (-3.24732, -3.08751, -11.89086)  0.282
H (-3.49092, -1.57353, -10.97994)  0.371
H (-4.27228, -3.07245, -10.44976)  0.118
C (-5.12519, 7.07826, 7.56485)  -0.727
C (-6.62657, 7.00445, 7.44549)  0.748
O (-7.21236, 7.48125, 6.49955)  -0.574
C (-7.37202, 6.30836, 8.56031)  -1.125
H (-4.71809, 7.60003, 6.70425)  0.227
H (-4.85140, 7.62479, 8.46884)  0.369
H (-4.70264, 6.07350, 7.59791)  0.135
H (-7.19099, 6.82040, 9.50681)  0.320
H (-7.04575, 5.26986, 8.63539)  0.305
H (-8.43955, 6.32739, 8.34834)  0.320
C (-4.64300, 12.93547, 8.51742)  -1.113
C (-3.27210, 12.95346, 7.88798)  0.939
O (-2.27258, 12.75770, 8.54174)  -0.554
C (-3.19957, 13.22448, 6.40515)  -1.193
H (-4.54836, 12.72956, 9.58172)  0.311
H (-5.12638, 13.90502, 8.38721)  0.338
H (-5.25344, 12.15514, 8.05978)  0.301
H (-3.61847, 14.20641, 6.18054)  0.410
H (-3.74811, 12.45278, 5.86193)  0.318
H (-2.15817, 13.20757, 6.08888)  0.275
C (7.85568, -2.19273, 2.32921)  -0.818
C (9.23938, -2.13639, 1.73455)  0.729
O (10.23148, -2.26592, 2.41855)  -0.585
C (9.33219, -1.91076, 0.24543)  -1.096
H (7.92956, -2.35954, 3.40245)  0.303
H (7.33639, -1.24958, 2.15570)  0.276
H (7.29094, -3.01382, 1.88456)  0.255
H (8.87253, -0.95683, -0.01707)  0.305
H (8.82840, -2.71867, -0.28732)  0.325
H (10.37932, -1.89144, -0.05189)  0.319
C (-5.02968, -6.25553, -13.96393)  -1.149
C (-5.25693, -5.22640, -12.88284)  0.880
O (-5.02732, -4.05354, -13.06978)  -0.553
C (-5.78180, -5.72575, -11.55896)  -1.073
H (-4.65291, -5.76243, -14.85790)  0.302
H (-4.29560, -6.99101, -13.63082)  0.327
H (-5.96874, -6.75581, -14.20608)  0.334
H (-5.07943, -6.43825, -11.12349)  0.309
H (-6.75284, -6.20377, -11.69924)  0.378
H (-5.89842, -4.88700, -10.87621)  0.242
C (5.84252, -0.23072, -7.41567)  -0.954
C (6.81955, 0.59710, -8.20507)  0.818
O (7.09657, 0.34074, -9.35761)  -0.583
C (7.44684, 1.77281, -7.49324)  -1.058
H (5.46627, -1.03988, -8.03846)  0.305
H (6.33455, -0.65912, -6.54185)  0.295
H (5.00282, 0.38651, -7.09487)  0.265
H (8.00626, 1.42607, -6.62335)  0.302
H (6.67239, 2.47277, -7.17667)  0.301
H (8.12909, 2.28373, -8.17135)  0.320

* HOMO: -1.61 eV
* net charge: -1
* max |F|: 1.57 eV/Å
* E: -3400.50332 hartree
* 2S+1: 1
* LUMO level: 1.3 eV
* orbital gap: 2.95 eV